(1)
Formula: C25H36ClIP3Rh
Source: the OMol25 dataset
Level of theory: ωB97M-V/def2-TZVPD

Properties
**Net charge**: +2
**Energy above the lowest of the compared OMol25 structures with the same formula, charge and spin**: 0.0 kJ/mol
**Spin multiplicity**: 5
**Orbital gap (alpha / beta)**: 6.39 / 4.70 eV
**LUMO level (alpha / beta)**: -6.935 / -9.799 eV

The geometry in XYZ format:
```
67
C25H36ClIP3Rh, DFT ωB97M-V/def2-TZVPD
H 2.545 -4.840 -1.918
H 0.155 -1.134 -3.435
H -1.544 2.993 1.134
C -1.852 -0.159 2.543
I 0.219 -2.987 0.956
C 1.600 -4.558 -1.440
C -0.332 1.622 3.110
C -0.874 1.689 4.392
H -3.874 -2.711 -1.276
C -0.822 0.709 2.158
C -1.964 0.878 4.727
C 3.967 1.224 1.826
H 4.751 1.948 1.618
H -2.163 -0.966 1.876
P 0.041 0.503 0.543
H 3.256 -1.439 3.805
C 3.139 -0.669 3.046
H -5.140 -1.534 -0.790
H 2.327 -1.624 -3.592
C -4.078 -1.797 -0.703
H -0.083 5.701 -1.895
C 0.357 -0.453 -2.595
P -3.036 -0.445 -1.313
H -2.642 0.650 -3.430
C 1.756 0.373 1.307
C -0.910 4.445 -0.342
H -1.626 5.199 0.005
H 2.642 2.080 0.358
H -2.870 1.885 -0.761
H 0.522 2.255 2.856
H 3.842 -2.705 -1.137
H 1.553 3.964 -2.647
C 1.958 -0.597 2.314
H -0.074 0.505 -2.891
H -4.318 0.059 -3.295
C 4.155 0.269 2.821
H -4.538 1.272 -0.588
H 1.163 -2.945 -3.910
H 1.564 -4.946 -0.415
C -2.465 -0.032 3.792
H -3.318 -0.654 4.041
H -2.983 -1.084 -3.649
C 0.886 2.499 -1.201
C 2.784 1.283 1.085
H 1.178 -1.342 2.552
H 3.147 -1.086 -0.737
C 0.861 3.753 -1.827
C 0.036 2.211 -0.122
H 5.069 0.237 3.405
Rh -0.912 -0.889 -0.915
Cl -1.472 -2.873 -2.244
H -2.405 0.945 5.729
H 2.856 -3.315 -3.402
C -0.864 3.196 0.304
C -3.482 1.044 -0.418
H -3.311 0.902 0.657
P 1.497 -2.721 -1.512
C 2.013 -2.628 -3.292
H -0.471 2.399 5.121
H -3.844 -1.998 0.349
H 2.969 -2.426 0.410
H 1.585 1.750 -1.567
C -3.270 -0.180 -3.091
C -0.051 4.724 -1.407
H 0.756 -4.963 -2.007
C 3.012 -2.174 -0.656
H 1.428 -0.293 -2.419
```

Calculated atomic charges, method Löwdin, unit e: 0.06 -0.01 0.11 -0.15 0.98 -0.30 -0.08 -0.04 0.01 -0.38 -0.04 -0.03 0.12 0.05 0.93 0.12 -0.04 0.07 0.05 -0.25 0.12 -0.27 0.66 0.06 -0.35 -0.04 0.12 0.10 0.04 0.12 0.07 0.12 -0.19 0.02 0.07 -0.03 0.07 0.06 0.00 -0.05 0.12 0.03 -0.14 -0.07 0.00 0.05 -0.05 -0.36 0.12 0.30 0.10 0.12 0.06 -0.09 -0.23 0.04 0.58 -0.24 0.12 0.05 0.01 0.09 -0.22 -0.05 0.05 -0.26 -0.01

(2)
Formula: C25H37B2Br30F10O8P2
Source: the OMol25 dataset
Level of theory: ωB97M-V/def2-TZVPD

Properties
**Net charge**: -1
**Orbital gap**: 6.03 eV
**LUMO level**: 0.981 eV

The geometry in XYZ format:
```
114
C25H37B2Br30F10O8P2, DFT ωB97M-V/def2-TZVPD
H -0.144 0.953 2.091
C -0.988 8.382 -3.353
Br -2.747 7.283 -8.418
Br 1.615 -1.299 3.976
Br -1.614 -6.289 7.945
Br 0.446 6.997 -8.570
Br -2.951 -7.183 4.250
H 3.661 -0.770 5.277
C 2.753 1.210 -1.179
Br -5.475 -6.290 2.483
H 2.323 2.772 1.307
C 1.378 5.234 0.710
H -1.004 -4.705 0.258
C 0.678 3.840 0.226
F 7.111 -0.152 -1.994
Br 10.504 -3.882 -1.708
H 1.854 0.560 1.492
F 5.325 1.570 0.387
C -7.021 -8.103 6.503
P 0.596 0.928 0.846
Br -4.307 -1.607 -2.829
Br 7.558 -4.729 -2.661
H 3.119 2.122 -0.616
F 3.831 -0.768 -2.096
O -2.914 3.422 1.054
H 2.179 5.057 1.493
Br 1.144 4.340 -3.933
H -3.418 4.067 1.583
H 1.086 -0.244 -1.296
C 5.246 0.733 -0.731
H 2.860 1.466 -2.290
Br 3.222 4.237 -6.376
H -0.110 -3.362 1.212
C -1.100 8.033 -9.111
Br -4.330 -8.484 -0.482
H -3.695 -0.352 -1.098
Br 0.580 9.331 -2.721
H -1.777 9.119 -3.480
H -0.438 4.038 0.272
C 1.175 2.719 1.249
Br -3.160 -9.083 7.613
Br -7.628 -6.390 5.830
P -2.013 -2.475 -0.096
C -5.807 -1.160 -3.975
C 8.985 -3.428 -2.824
H -2.001 -0.145 -1.977
F 7.260 -0.146 1.679
C 3.000 4.511 -4.468
H -2.140 3.152 -2.613
H -2.236 -2.689 -2.265
Br 3.243 1.467 4.279
H -6.208 -0.215 -3.617
H -4.786 -5.589 4.763
F 8.191 1.264 0.085
H -1.794 -3.994 1.837
H 1.080 3.645 -0.817
B -3.297 1.679 -1.973
O 0.058 -0.758 0.820
H -0.990 9.022 -8.673
Br -1.623 7.090 -2.055
O -0.917 1.480 0.097
C 6.486 -0.292 -0.724
O -2.765 2.157 3.143
C 1.902 6.129 -0.515
O -2.581 2.378 -3.024
F 8.673 -0.918 0.138
H 0.931 2.196 3.490
C 3.340 -0.470 4.283
C 7.629 0.011 0.353
H -0.402 3.368 2.786
Br 4.155 3.346 -3.435
Br -1.170 8.270 -11.035
C 0.685 3.058 2.764
F 3.467 -0.832 0.130
Br -6.402 -9.261 5.077
H 1.357 3.929 3.104
O -4.528 2.311 -1.529
F 6.123 -1.636 -0.629
Br -4.371 -10.533 1.990
F 5.406 1.586 -1.868
O -1.439 -2.723 -1.696
C -2.005 0.583 0.127
Br 4.668 -1.101 3.024
C -5.233 -9.989 0.341
O -3.123 0.890 1.003
Br -0.081 -8.840 6.741
H -5.177 1.632 -1.269
C -4.213 -5.765 3.856
C -1.458 -8.220 7.957
H -1.151 -8.509 8.959
Br 9.505 -3.156 -4.671
H 0.560 5.853 1.227
H 8.594 -2.480 -2.459
B -2.930 2.117 1.704
H 1.856 7.226 -0.195
Br -7.124 -9.644 0.597
C 1.214 0.844 -0.954
Br -0.687 7.570 -5.088
Br -3.318 -4.103 3.418
H 3.303 5.533 -4.257
Br -7.233 -2.469 -3.841
Br -8.370 -8.965 7.598
H 1.254 6.021 -1.435
H 2.991 5.828 -0.692
H -5.153 -10.824 -0.351
H 0.565 1.472 -1.641
H -6.167 -7.907 7.147
Br -5.254 -0.882 -5.812
C 3.797 0.037 -0.910
F -1.822 -1.002 2.041
C -2.775 0.307 -1.274
H -2.522 3.077 3.386
C -1.120 -3.810 0.944
C -1.365 -0.855 0.652
```

Results of the Löwdin charge analysis, in e, for atoms 1 through 99: 0.04 -1.60 0.55 0.61 0.56 0.54 0.53 -0.04 -0.15 0.53 0.09 -0.25 0.05 -0.19 0.07 0.55 0.01 0.09 -1.61 0.61 0.80 0.57 0.10 0.04 0.09 0.09 0.58 0.10 0.10 -0.22 0.05 0.55 0.05 -1.62 0.56 -0.01 0.56 -0.03 0.10 -0.43 0.54 0.58 0.96 -1.56 -1.62 0.11 0.08 -1.57 0.09 -0.08 0.63 -0.02 -0.06 0.12 -0.13 0.07 -0.51 -0.32 -0.03 0.58 -0.24 -0.21 0.11 -0.15 0.07 0.08 -0.01 -1.58 -0.36 0.06 0.72 0.55 -0.16 0.03 0.52 0.06 0.09 0.10 0.54 -0.06 -0.36 -0.40 0.62 -1.60 0.10 0.56 0.09 -1.57 -1.61 -0.03 0.55 0.10 -0.05 -0.62 0.06 0.55 -0.21 0.52 0.71

(3)
Formula: C25H37Cl5F3IrN3OSb
Source: the OMol25 dataset
Level of theory: ωB97M-V/def2-TZVPD

Properties
**Net charge**: +2
**Energy above the lowest of the compared OMol25 structures with the same formula, charge and spin**: 188.1 kJ/mol
**Spin multiplicity**: 5
**Orbital gap (alpha / beta)**: 7.44 / 5.32 eV
**LUMO level (alpha / beta)**: -5.740 / -7.878 eV

The geometry in XYZ format:
```
76
C25H37Cl5F3IrN3OSb, DFT ωB97M-V/def2-TZVPD
C -2.330 3.189 1.255
Ir 0.327 -0.597 -0.237
Cl 0.030 0.019 4.642
H -4.377 -0.315 2.011
Cl 2.780 -0.114 6.156
H 1.108 -2.969 -1.602
H 1.173 2.240 -2.571
C 0.168 1.815 -2.559
N 1.047 -2.794 -0.595
C -3.890 -0.270 1.050
H -0.824 6.229 0.273
Sb -0.287 3.004 0.289
C -2.982 4.522 0.971
C -2.612 -0.173 -1.355
O 0.313 0.478 1.778
C -3.995 -0.113 -1.343
H -0.366 -3.175 0.793
F -6.475 1.086 0.655
H -3.023 4.741 -0.093
H -0.869 -3.558 -0.730
F -6.728 0.042 -1.210
H 3.163 -4.076 -1.706
C -6.149 -0.028 -0.014
H 2.741 -2.251 1.496
H -4.558 -0.042 -2.260
H -1.816 2.314 -1.868
H -1.713 1.954 2.919
H 0.727 7.044 0.368
C 1.442 -5.147 0.073
H -1.286 3.959 -3.611
H -4.011 4.488 1.329
C -2.510 -0.321 0.937
C -0.819 2.762 -1.907
H 0.309 6.162 -1.091
H -2.897 2.394 0.765
C 2.670 0.500 1.709
H 1.092 -5.420 -0.921
H 2.225 -5.850 0.343
H 0.901 5.016 1.690
H -1.638 3.693 3.245
C 2.002 -3.719 0.087
C 3.894 0.451 2.350
C 2.306 4.743 0.079
H 0.107 4.541 -2.709
C 2.223 -3.209 1.509
C 0.223 6.151 -0.008
C 0.902 4.950 0.601
H 2.892 5.636 0.295
H 2.320 4.600 -1.000
Cl 5.422 0.216 4.558
C 1.508 0.202 3.803
C -4.640 -0.145 -0.115
C 3.301 -3.656 -0.711
C -2.201 2.909 2.737
H 1.290 -3.084 2.055
N -1.886 -0.265 -0.242
F -6.668 -1.063 0.650
H 4.077 -4.226 -0.207
Cl 5.358 0.584 1.465
H 3.644 -2.628 -0.808
H -1.879 -0.392 1.812
H -2.480 5.330 1.500
C 2.728 0.138 4.465
N -0.328 -2.886 -0.186
H 0.628 -5.281 0.783
C 3.928 0.278 3.746
Cl 2.549 0.612 -0.003
C -0.883 4.099 -2.607
H -0.126 1.625 -3.591
H 0.207 0.844 -2.024
H -2.077 -0.156 -2.294
C 1.433 0.406 2.399
H 2.832 -3.918 2.063
H -3.195 2.878 3.183
H 2.796 3.897 0.559
H -1.541 4.792 -2.087
```

Calculated atomic charges, method Löwdin, unit e: -0.52 1.09 0.76 0.14 0.75 0.14 0.08 -0.18 -0.15 0.05 0.06 1.73 -0.12 -0.12 -0.34 0.05 0.10 0.17 0.07 0.12 0.17 0.10 -0.60 0.07 0.14 0.07 0.03 0.10 -0.02 0.10 0.10 -0.12 -0.52 0.07 0.06 -0.62 0.09 0.10 0.09 0.09 -0.61 -0.71 -0.14 0.08 -0.02 -0.12 -0.49 0.10 0.08 0.75 -0.61 -0.07 -0.02 -0.14 0.08 -0.09 0.18 0.11 0.74 0.08 0.10 0.08 -0.69 -0.02 0.09 -0.71 0.74 -0.13 0.10 -0.02 0.12 -0.54 0.11 0.10 0.06 0.07

(4)
Formula: C25H37CrN5O4SSi2
Source: the OMol25 dataset
Level of theory: ωB97M-V/def2-TZVPD

Properties
**Net charge**: -1
**Spin multiplicity**: 4
**Orbital gap (alpha / beta)**: 8.05 / 7.20 eV
**LUMO level (alpha / beta)**: 2.609 / 2.609 eV

The geometry in XYZ format:
```
75
C25H37CrN5O4SSi2, DFT ωB97M-V/def2-TZVPD
H 2.924 -2.375 3.334
C -0.136 1.816 -2.399
H 6.071 2.136 -0.336
H 2.398 -0.682 1.725
C 0.634 -2.630 2.113
H 0.431 0.794 4.355
H -3.769 4.083 -1.234
C -0.259 -2.454 4.302
H 5.231 -0.168 -0.527
H 1.501 -2.926 1.521
H -4.005 -0.568 -2.855
C 3.686 -2.526 0.057
C 2.750 2.771 -0.484
H -2.931 -3.400 -0.938
C -0.377 2.341 0.579
H -1.011 0.252 2.525
H 0.121 2.876 -2.474
O -1.264 -3.995 -2.832
C 2.251 1.467 -0.576
S -3.418 -0.634 0.015
C -3.664 0.703 -1.157
H -1.356 2.008 0.925
C -1.231 -2.979 -2.164
H -4.004 4.912 -3.457
C -4.264 3.956 -3.910
C 3.152 0.391 -0.595
C 2.822 -1.740 -2.665
N 0.360 -1.193 1.852
O -3.162 0.041 1.269
H 0.836 -0.445 5.565
C -2.469 -2.527 -1.400
N -2.145 -1.480 -0.415
H 4.479 4.036 -0.315
H 0.380 1.279 -3.198
H 2.232 -1.092 -3.314
C 4.111 3.019 -0.394
O -4.623 -1.430 -0.087
H -3.171 -2.189 -2.163
H 3.883 -1.581 -2.880
C -3.937 0.448 -2.497
C -3.624 2.012 -0.706
H 4.593 -2.619 -0.545
H -1.208 1.710 -2.563
H 2.560 -2.769 -2.919
Si 2.436 -1.365 -0.844
H 3.986 -2.158 1.041
H -0.239 -3.209 1.799
N 0.904 -2.891 3.522
N 1.815 -0.643 3.728
C -0.803 -0.803 2.692
H 0.276 2.439 1.451
C 2.054 -2.075 3.922
H -0.497 3.335 0.141
O -0.194 -2.197 -2.052
N -0.545 -1.035 4.111
H 2.262 -2.257 4.979
H -0.066 -2.645 5.360
Cr 0.010 -1.238 -0.389
H -1.130 -3.034 3.991
H -4.307 1.294 -4.425
H -1.675 -1.367 2.374
C 5.004 1.952 -0.405
C -3.818 3.062 -1.595
C -4.056 2.822 -2.942
C 0.632 -0.268 4.506
Si 0.372 1.136 -0.704
H 1.323 0.649 2.155
H -5.308 4.007 -4.229
C 4.523 0.656 -0.511
C -4.116 1.500 -3.377
C 1.531 -0.409 2.318
H -3.443 2.194 0.342
H 2.061 3.611 -0.473
H -3.654 3.824 -4.805
H 3.286 -3.536 0.185
```

Calculated atomic charges, method Löwdin, unit e: 0.12 -0.19 0.09 0.09 -0.17 0.13 0.11 -0.17 0.09 0.10 0.10 -0.24 -0.11 0.12 -0.21 0.12 0.03 0.04 -0.31 0.56 -0.25 -0.01 -0.63 0.07 -0.06 -0.32 -0.22 -0.15 -0.34 0.12 -0.20 -0.27 0.09 0.02 0.02 -0.11 -0.31 0.10 0.02 -0.05 -0.07 0.02 0.00 0.02 0.56 0.01 0.14 -0.08 -0.08 -0.16 0.01 -0.16 0.03 -0.20 -0.08 0.12 0.12 0.50 0.13 0.11 0.11 -0.11 -0.04 -0.29 -0.17 0.57 0.11 0.08 -0.11 -0.05 -0.17 0.10 0.09 0.08 0.02

Please write out number 1 again, unchanged.
Formula: C25H36ClIP3Rh
Source: the OMol25 dataset
Level of theory: ωB97M-V/def2-TZVPD

Properties
**Net charge**: +2
**Energy above the lowest of the compared OMol25 structures with the same formula, charge and spin**: 0.0 kJ/mol
**Spin multiplicity**: 5
**Orbital gap (alpha / beta)**: 6.39 / 4.70 eV
**LUMO level (alpha / beta)**: -6.935 / -9.799 eV

The geometry in XYZ format:
```
67
C25H36ClIP3Rh, DFT ωB97M-V/def2-TZVPD
H 2.545 -4.840 -1.918
H 0.155 -1.134 -3.435
H -1.544 2.993 1.134
C -1.852 -0.159 2.543
I 0.219 -2.987 0.956
C 1.600 -4.558 -1.440
C -0.332 1.622 3.110
C -0.874 1.689 4.392
H -3.874 -2.711 -1.276
C -0.822 0.709 2.158
C -1.964 0.878 4.727
C 3.967 1.224 1.826
H 4.751 1.948 1.618
H -2.163 -0.966 1.876
P 0.041 0.503 0.543
H 3.256 -1.439 3.805
C 3.139 -0.669 3.046
H -5.140 -1.534 -0.790
H 2.327 -1.624 -3.592
C -4.078 -1.797 -0.703
H -0.083 5.701 -1.895
C 0.357 -0.453 -2.595
P -3.036 -0.445 -1.313
H -2.642 0.650 -3.430
C 1.756 0.373 1.307
C -0.910 4.445 -0.342
H -1.626 5.199 0.005
H 2.642 2.080 0.358
H -2.870 1.885 -0.761
H 0.522 2.255 2.856
H 3.842 -2.705 -1.137
H 1.553 3.964 -2.647
C 1.958 -0.597 2.314
H -0.074 0.505 -2.891
H -4.318 0.059 -3.295
C 4.155 0.269 2.821
H -4.538 1.272 -0.588
H 1.163 -2.945 -3.910
H 1.564 -4.946 -0.415
C -2.465 -0.032 3.792
H -3.318 -0.654 4.041
H -2.983 -1.084 -3.649
C 0.886 2.499 -1.201
C 2.784 1.283 1.085
H 1.178 -1.342 2.552
H 3.147 -1.086 -0.737
C 0.861 3.753 -1.827
C 0.036 2.211 -0.122
H 5.069 0.237 3.405
Rh -0.912 -0.889 -0.915
Cl -1.472 -2.873 -2.244
H -2.405 0.945 5.729
H 2.856 -3.315 -3.402
C -0.864 3.196 0.304
C -3.482 1.044 -0.418
H -3.311 0.902 0.657
P 1.497 -2.721 -1.512
C 2.013 -2.628 -3.292
H -0.471 2.399 5.121
H -3.844 -1.998 0.349
H 2.969 -2.426 0.410
H 1.585 1.750 -1.567
C -3.270 -0.180 -3.091
C -0.051 4.724 -1.407
H 0.756 -4.963 -2.007
C 3.012 -2.174 -0.656
H 1.428 -0.293 -2.419
```

Calculated atomic charges, method Löwdin, unit e: 0.06 -0.01 0.11 -0.15 0.98 -0.30 -0.08 -0.04 0.01 -0.38 -0.04 -0.03 0.12 0.05 0.93 0.12 -0.04 0.07 0.05 -0.25 0.12 -0.27 0.66 0.06 -0.35 -0.04 0.12 0.10 0.04 0.12 0.07 0.12 -0.19 0.02 0.07 -0.03 0.07 0.06 0.00 -0.05 0.12 0.03 -0.14 -0.07 0.00 0.05 -0.05 -0.36 0.12 0.30 0.10 0.12 0.06 -0.09 -0.23 0.04 0.58 -0.24 0.12 0.05 0.01 0.09 -0.22 -0.05 0.05 -0.26 -0.01